82
Properties=species:S:1:pos:R:3:forces:R:3 method="wB97M-V/def2-TZVPD" total_charge=+2 e_lumo_ev=-5.61 energy_ha=-1947.47093 homo_lumo_gap_ev=7.57 molar_mass_g_mol=714.54 homo_ev=-13.19
W -0.0865 -0.2823 -0.0601 -0.1490 0.1958 -0.1107
N 1.6052 -1.7010 1.0545 0.0075 -0.0085 -0.0292
C 1.2076 -2.5096 2.2164 0.0099 -0.0068 -0.0262
C -0.1231 -1.9923 2.7163 -0.0062 0.0008 -0.0146
N -1.0738 -1.7265 1.5975 0.0073 -0.0013 0.0226
C -2.2645 -1.0962 2.2302 0.0135 0.0075 0.0039
C -3.2137 -0.5833 1.1798 -0.0080 -0.0053 -0.0118
N -2.3950 0.0945 0.1427 0.0452 0.0399 0.0472
C -1.4497 -3.0203 0.9521 0.0137 -0.0013 -0.0097
C -1.8161 -2.8963 -0.5153 0.0102 -0.0078 0.0079
N -0.7832 -2.0977 -1.2225 -0.0537 -0.0348 0.0338
H 2.2514 -0.9652 1.3243 -0.0010 -0.0240 -0.0089
H 2.1181 -2.2621 0.3822 -0.0119 -0.0142 -0.0054
H 1.1438 -3.5549 1.9194 0.0256 -0.0036 0.0033
H 1.9390 -2.4710 3.0254 -0.0005 0.0159 -0.0008
H -0.5701 -2.6965 3.4258 -0.0092 0.0066 0.0038
H 0.0172 -1.0432 3.2348 -0.0145 0.0109 -0.0078
H -2.7565 -1.8078 2.8992 -0.0001 0.0002 0.0012
H -1.9102 -0.2594 2.8304 0.0325 -0.0017 0.0249
H -3.7919 -1.3841 0.7252 -0.0112 0.0073 -0.0122
H -3.9238 0.1097 1.6289 -0.0133 0.0046 -0.0070
H -2.7967 -0.0161 -0.7850 0.0189 -0.0073 -0.0143
H -2.4350 1.1013 0.2862 -0.0082 0.0422 0.0186
H -0.5980 -3.6940 1.0223 0.0047 0.0150 0.0124
H -2.2688 -3.4922 1.5017 0.0029 -0.0018 0.0102
H -1.9036 -3.8948 -0.9453 -0.0013 -0.0006 -0.0018
H -2.7727 -2.4059 -0.6666 -0.0094 0.0130 -0.0117
H 0.0340 -2.6841 -1.3834 0.0157 0.0178 -0.0044
H -1.1287 -1.8586 -2.1483 0.0040 0.0259 -0.0009
C -2.6913 2.2715 4.8871 -0.0099 0.0204 -0.0174
C -3.1045 2.6869 3.6284 0.0012 -0.0036 0.0313
C -2.2350 2.6063 2.5491 -0.0185 -0.0457 0.0554
C -0.9450 2.0965 2.7178 -0.1060 0.0473 -0.1121
C -0.5290 1.7079 3.9899 0.0074 0.0133 0.0324
C -1.3985 1.7987 5.0684 0.0381 -0.0094 -0.0215
P 0.0816 1.8296 1.2374 -0.0282 -0.1238 0.0098
C 1.8030 2.1825 1.6983 0.0218 -0.0233 -0.0134
C 2.4675 3.3246 1.2632 -0.0009 0.0023 -0.0049
C 3.7998 3.5288 1.6011 0.0040 -0.0071 0.0062
C 4.4769 2.6012 2.3778 -0.0173 -0.0061 -0.0057
C 3.8201 1.4592 2.8210 -0.0100 0.0075 0.0066
C 2.4953 1.2487 2.4740 -0.0114 0.0248 0.0519
C -0.4803 3.0620 0.0528 0.0354 0.0301 0.0419
C -0.5747 4.3966 0.3710 0.0118 0.0213 -0.0323
C -0.9902 5.3299 -0.5939 0.0021 -0.0146 -0.0044
C -1.2990 4.9027 -1.8566 0.0060 0.0227 0.0126
C -1.2278 3.5350 -2.2101 0.0002 -0.0608 -0.0184
C -1.5468 3.1030 -3.5235 0.0126 -0.0042 0.0169
C -1.4798 1.7807 -3.8397 -0.0095 0.0461 -0.0148
C -1.0976 0.8372 -2.8557 -0.0200 -0.0754 0.0411
C -0.7654 1.1754 -1.5654 0.0467 -0.0629 0.0766
C -0.8273 2.5773 -1.2417 -0.0065 0.0291 -0.0255
H -3.3654 2.3443 5.7299 0.0042 -0.0024 -0.0001
H -4.0960 3.0984 3.4911 0.0041 -0.0055 -0.0027
H -2.5491 2.9913 1.5852 -0.0304 -0.0569 0.0115
H 0.4833 1.3646 4.1573 0.0152 -0.0181 -0.0015
H -1.0588 1.5128 6.0550 -0.0060 -0.0017 0.0005
H 1.9558 4.0562 0.6527 0.0080 0.0003 -0.0032
H 4.3063 4.4203 1.2563 0.0021 -0.0014 0.0016
H 5.5127 2.7662 2.6415 -0.0008 0.0023 -0.0004
H 4.3411 0.7381 3.4373 0.0001 0.0007 -0.0022
H 1.9876 0.3589 2.8329 -0.0034 0.0220 0.0181
H -0.3295 4.7358 1.3718 -0.0064 0.0133 -0.0110
H -1.0580 6.3778 -0.3359 -0.0013 0.0009 -0.0013
H -1.6100 5.6153 -2.6110 -0.0003 0.0012 0.0048
H -1.8401 3.8382 -4.2623 -0.0047 -0.0040 0.0021
H -1.7171 1.4441 -4.8405 -0.0005 0.0061 -0.0001
H -1.0475 -0.1974 -3.1885 0.0075 -0.0008 0.0026
C 2.5491 -0.5542 -2.9011 -0.0074 -0.0085 0.0144
C 2.5754 0.4369 -1.7509 0.0495 0.0985 -0.0812
C 3.8606 0.3510 -0.9447 -0.0394 -0.0012 0.0266
C 2.3164 1.8548 -2.2291 -0.0010 -0.0250 -0.0133
O 1.5028 0.0227 -0.8472 0.0924 -0.1440 0.0218
H 3.3465 -0.3173 -3.6051 -0.0062 -0.0041 -0.0051
H 1.5971 -0.4946 -3.4307 0.0120 -0.0076 -0.0057
H 2.7100 -1.5738 -2.5435 0.0007 0.0031 -0.0078
H 4.7038 0.6572 -1.5632 -0.0026 0.0002 -0.0068
H 4.0470 -0.6716 -0.6101 0.0058 0.0056 0.0101
H 3.8120 1.0141 -0.0787 0.0218 -0.0134 -0.0156
H 3.1744 2.1847 -2.8155 0.0008 0.0026 0.0024
H 2.2025 2.5320 -1.3830 0.0021 0.0112 -0.0002
H 1.4291 1.9104 -2.8576 0.0209 0.0140 0.0166



12
Properties=species:S:1:pos:R:3:forces:R:3 method="wB97M-V/def2-TZVPD" e_lumo_ev=0.64 energy_ha=-360.64237 e_above_lowest_ev=0.736 smiles="O=C1CCN=CO1" homo_lumo_gap_ev=10.67 molar_mass_g_mol=99.09 homo_ev=-10.03
O 2.2580 0.7030 0.7588 -0.4828 -0.1037 -0.1532
C 1.0980 0.4481 0.6470 0.5918 0.7290 0.6150
C 0.1067 1.0494 -0.3301 0.1229 -0.1500 0.3333
C -0.5340 -0.1357 -1.0531 -0.0386 -0.1276 -0.2406
N -0.7260 -1.2733 -0.2019 -1.0637 -0.5703 0.6690
C -0.3803 -1.2909 1.0065 -0.2393 -0.1082 -1.0523
O 0.5223 -0.4372 1.5806 0.0701 0.3052 -0.4144
H -0.6291 1.5857 0.2854 0.0255 -0.1835 -0.1655
H 0.5750 1.7757 -1.0057 0.0735 -0.3511 0.2880
H 0.0444 -0.4630 -1.9156 0.1787 0.1525 -0.0840
H -1.5359 0.0954 -1.4269 0.1970 0.2585 -0.0712
H -0.7992 -2.0572 1.6550 0.5650 0.1492 0.2758